Record 1
ORCA calculation (ωB97M-V with the def2-TZVPD basis set) on C3H3CaLiO2 as an isolated structure.

XYZ file:
```
10
Properties=species:S:1:pos:R:3:mulliken_spin:R:1
H -2.115 0.005 -0.630 -0.001
O 1.028 0.661 0.384 -0.118
C -0.042 -0.112 0.210 -0.093
C -0.071 -1.456 0.098 0.034
C -1.147 0.538 -0.569 0.006
O -1.038 1.695 -0.954 0.003
Li 0.684 2.374 -0.401 0.033
Ca 2.936 0.234 1.142 1.144
H 0.810 -2.073 0.289 -0.010
H -1.045 -1.866 0.430 0.001
```

Summary:
* total charge: +1
* spin multiplicity: 2
* relative energy (zero: lowest compared OMol25 entry of this formula, charge and spin): 0.000 eV



Record 2
ORCA calculation (ωB97M-V with the def2-TZVPD basis set) on one molecule with the formula C5H10S.

XYZ file:
```
16
Properties=species:S:1:pos:R:3:lowdin_charge:R:1
C 2.326 0.096 -0.052 -0.130
C 0.866 0.215 -0.292 -0.685
C -0.025 -0.762 0.447 -0.219
C -1.091 0.283 0.589 -0.608
C -2.199 0.034 -0.369 -0.113
S -0.018 1.749 0.148 0.865
H 2.838 -0.882 -0.227 0.091
H 2.613 0.352 0.964 0.070
H 2.758 0.858 -0.767 0.091
H 0.599 0.076 -1.353 0.104
H 0.349 -1.113 1.407 0.118
H -0.344 -1.568 -0.207 0.112
H -1.312 0.519 1.603 0.081
H -1.783 -0.280 -1.310 0.078
H -2.923 -0.605 0.001 0.057
H -2.656 1.030 -0.581 0.088
```

Summary:
* total charge: 0
* SMILES: C[C@H]1C[C@H](C)S1
* relative energy (zero: lowest compared OMol25 entry of this formula, charge and spin): 1.185 eV



Record 3
ORCA calculation (ωB97M-V with the def2-TZVPD basis set) on C4H11InNO as an isolated structure.

XYZ file:
```
18
Properties=species:S:1:pos:R:3:lowdin_charge:R:1
In 4.786 1.474 3.313 0.996
C -1.752 -1.464 0.410 0.102
C -0.322 -0.893 0.436 -0.300
C -0.116 0.156 -0.648 -0.084
O 1.127 0.821 -0.649 0.063
C 1.087 1.673 -1.810 0.051
N -0.048 -0.479 1.773 0.366
H -1.979 -1.717 -0.625 0.158
H -2.591 -0.839 0.716 0.134
H -1.790 -2.338 1.060 0.134
H 0.326 -1.722 0.149 0.194
H -0.935 0.875 -0.683 0.195
H -0.200 -0.358 -1.606 0.204
H 1.002 1.165 -2.771 0.149
H 2.024 2.217 -1.690 0.137
H 0.315 2.442 -1.801 0.155
H -0.166 -1.213 2.457 0.177
H -0.769 0.201 1.967 0.168
```

Summary:
* total charge: +3
* relative energy (zero: lowest compared OMol25 entry of this formula, charge and spin): 1.109 eV



Record 4
ORCA calculation (ωB97M-V with the def2-TZVPD basis set) on C30H40MoN7O2 as an isolated structure.

XYZ file:
```
80
Properties=species:S:1:pos:R:3:mulliken_spin:R:1
Mo 0.640 -0.830 -0.188 1.943
C 4.656 0.628 -0.947 0.002
N 3.384 0.665 -0.213 0.009
C 3.166 -0.429 0.714 0.016
C 2.374 1.470 -0.578 -0.019
N 1.088 1.073 -0.270 0.015
C 0.096 2.111 -0.093 -0.001
C 0.416 3.247 0.604 0.007
C -0.401 4.389 0.522 -0.008
C -1.478 4.397 -0.317 0.016
C -1.875 3.219 -0.995 -0.009
C -2.996 3.202 -1.860 0.020
C -3.391 2.040 -2.460 -0.009
C -2.766 0.826 -2.122 0.026
C -1.708 0.799 -1.250 0.005
N -1.302 -0.447 -0.665 0.027
C -2.262 -1.240 -0.118 0.028
N -2.004 -2.559 -0.026 0.020
C -0.914 -3.152 -0.771 0.001
C -2.539 -3.378 1.067 0.001
N -3.420 -0.772 0.347 0.009
C -4.675 -1.515 0.210 0.001
C -3.536 0.557 0.949 -0.001
C -1.144 2.021 -0.785 0.020
N 2.620 2.601 -1.218 0.002
C 3.790 3.440 -0.934 0.000
C 1.704 3.136 -2.226 0.000
H 4.895 -0.412 -1.164 -0.001
H 5.466 1.053 -0.357 0.001
H 4.557 1.157 -1.887 0.000
H 4.132 -0.826 1.020 0.000
H 2.711 -1.331 0.227 -0.016
H 2.621 -0.125 1.602 -0.001
H 1.341 3.295 1.168 -0.001
H -0.130 5.275 1.081 0.000
H -2.061 5.300 -0.460 0.000
H -3.529 4.127 -2.039 0.001
H -4.227 2.033 -3.148 0.000
H -3.180 -0.107 -2.489 -0.001
H -0.910 -2.851 -1.812 -0.004
H -1.009 -4.234 -0.701 0.002
H 0.081 -2.986 -0.299 -0.011
H -3.065 -2.753 1.780 0.001
H -1.707 -3.855 1.585 0.000
H -3.213 -4.147 0.691 0.000
H -4.538 -2.386 -0.424 0.000
H -5.408 -0.858 -0.260 0.001
H -5.068 -1.829 1.176 0.000
H -2.562 0.915 1.270 -0.001
H -4.174 0.469 1.829 0.001
H -3.988 1.277 0.265 0.000
H 4.293 3.109 -0.030 0.000
H 3.435 4.459 -0.776 0.000
H 4.494 3.451 -1.766 0.000
H 0.984 2.380 -2.528 0.001
H 2.295 3.416 -3.097 0.000
H 1.176 4.018 -1.860 0.000
C 0.253 -1.264 1.683 -0.217
C 0.032 -1.551 2.865 0.101
C -0.188 -1.870 4.218 -0.018
C -1.497 -2.035 4.706 -0.001
C -1.701 -2.344 6.033 0.007
C -0.608 -2.498 6.884 -0.018
C 0.691 -2.337 6.410 0.006
C 0.908 -2.020 5.085 -0.002
H -2.336 -1.904 4.033 -0.001
H -2.704 -2.466 6.417 0.000
H -0.770 -2.744 7.925 -0.001
H 1.531 -2.458 7.080 0.000
H 1.914 -1.892 4.707 0.000
N 2.802 -1.426 -5.329 0.000
C 2.057 -2.088 -4.213 0.001
C 1.964 -1.080 -3.062 0.019
O 1.362 -1.515 -2.019 0.018
O 2.461 0.023 -3.224 0.014
H 2.256 -1.348 -6.189 0.000
H 3.677 -1.900 -5.564 0.000
H 3.015 -0.473 -4.977 0.000
H 2.583 -2.983 -3.892 0.000
H 1.061 -2.367 -4.548 0.000
```

Summary:
* total charge: +3
* spin multiplicity: 3
* relative energy (zero: lowest compared OMol25 entry of this formula, charge and spin): 0.647 eV



Record 5
ORCA calculation (ωB97M-V with the def2-TZVPD basis set) on a 6-piece molecular cluster, C2H17NO5 overall.

XYZ file:
```
25
Properties=species:S:1:pos:R:3:lowdin_charge:R:1
C 0.969 1.967 -0.471 -0.136
N 1.214 0.576 -1.015 -0.189
C 1.988 -0.023 0.015 -0.215
H 0.326 2.583 -1.194 0.114
H 0.506 1.970 0.459 0.014
H 1.962 2.366 -0.216 0.077
H 1.651 0.777 -1.987 0.159
H 3.137 0.318 0.106 0.120
H 2.070 -1.181 0.002 0.110
H 1.668 0.287 1.048 0.064
O -1.544 1.022 0.510 -0.036
H -2.116 0.390 0.683 -0.060
H -1.467 1.641 1.298 0.111
O -3.491 0.155 -0.925 -0.080
H -3.090 -0.642 -1.276 0.016
H -2.841 0.807 -1.341 0.078
O -0.661 -1.548 -1.817 -0.128
H -0.030 -2.225 -1.344 0.102
H -0.336 -0.655 -1.620 -0.005
O 0.776 -1.429 3.027 -0.132
H 1.125 -0.567 2.686 0.011
H 0.036 -1.751 2.388 0.045
O -0.487 -1.747 0.638 -0.100
H -1.148 -2.191 0.055 0.077
H -0.215 -0.898 0.292 -0.016
```

Summary:
* total charge: 0
* SMILES: CNC.O.O.O.O.O
* relative energy (zero: lowest compared OMol25 entry of this formula, charge and spin): 3.455 eV



Record 6
ORCA calculation (ωB97M-V with the def2-TZVPD basis set) on C7H7Br15INO6S as an isolated structure.

XYZ file:
```
38
Properties=species:S:1:pos:R:3:lowdin_charge:R:1
O -2.581 1.655 -3.594 0.063
N -1.531 1.046 -3.373 -0.039
O -0.497 1.595 -4.034 -0.087
C 0.336 2.446 -3.170 -0.306
O 0.195 3.936 -3.285 -0.184
S 1.100 4.566 -1.940 0.861
O 2.259 5.573 -2.269 -0.299
O 0.039 5.478 -1.276 -0.345
O 1.560 3.102 -1.166 -0.364
C 0.614 2.025 -1.610 -0.599
I -1.021 2.338 -0.127 0.878
H 1.409 2.309 -3.675 0.192
H 1.140 0.976 -1.405 0.039
C 2.025 0.807 2.597 -1.555
Br 2.672 -0.636 3.728 0.537
Br 3.486 1.829 1.819 0.589
Br 0.788 0.165 1.240 0.454
H 1.464 1.492 3.242 -0.043
C -1.195 -3.670 1.036 -1.563
Br -1.562 -2.142 -0.111 0.487
Br 0.708 -3.873 1.385 0.546
Br -2.230 -3.605 2.682 0.569
H -1.518 -4.563 0.491 -0.030
C -4.980 -3.300 -2.238 -1.592
Br -3.884 -4.907 -2.270 0.552
Br -3.919 -1.695 -2.525 0.520
Br -6.470 -3.415 -3.482 0.565
H -5.407 -3.225 -1.232 -0.019
C 2.575 -2.199 -2.108 -1.584
Br 2.278 -4.098 -2.405 0.559
Br 4.425 -1.696 -2.436 0.575
Br 1.335 -1.103 -3.130 0.619
H 2.375 -2.006 -1.049 -0.048
C 0.740 1.036 7.210 -1.588
Br 1.388 -0.408 8.341 0.561
Br 2.202 2.057 6.432 0.554
Br -0.497 0.393 5.852 0.549
H 0.179 1.720 7.855 -0.023
```

Summary:
* total charge: 0
* calculated total energy: -40082.86649 hartree



Question: Which value of total charge does entry 1 give?
Answer: +1